Entry 1:
The following is a DFT calculation (the ωB97M-V functional and the def2-TZVPD basis) of 2 unconnected molecules or ions with the total composition C2H9N2S in a non-equilibrium geometry.

XYZ file:
```
14
Properties=species:S:1:pos:R:3:mulliken_charge:R:1
N -1.073 -0.226 -1.652 -0.71
C -0.718 -1.093 -0.512 -0.51
C -1.131 -0.382 0.767 -0.52
N -0.235 -0.824 1.830 -0.70
H -0.883 -0.709 -2.563 0.21
H -0.375 0.531 -1.607 0.24
H 0.368 -1.276 -0.464 0.31
H -1.248 -2.072 -0.612 0.37
H -1.057 0.705 0.547 0.29
H -2.175 -0.635 0.998 0.40
H 0.688 -0.375 1.612 0.24
H -0.550 -0.462 2.735 0.21
S 1.446 1.154 -0.175 -0.76
H 2.351 2.026 -0.622 -0.07
```

Max |F| in Eh/bohr: 0.0255
Energy relative to the best compared isomer or geometry (same formula, charge and spin) in kJ/mol: 19.7
HOMO level in eV: -3.02
Charge: -1

Entry 2:
The following is a DFT calculation (the ωB97M-V functional and the def2-TZVPD basis) of 2 unconnected molecules or ions with the total composition C2H9N2S in a non-equilibrium geometry.

XYZ file:
```
14
Properties=species:S:1:pos:R:3:mulliken_charge:R:1
C -0.788 -1.632 -0.819 -0.58
C -0.774 0.978 0.077 0.18
N -1.113 2.129 0.460 -0.25
N 1.976 -0.149 0.543 -0.73
S -1.856 -0.253 -0.488 0.01
H -1.223 -2.663 -0.769 0.38
H -0.007 -1.517 0.043 -0.01
H -0.345 -1.585 -1.835 0.34
H 0.381 0.562 0.318 0.31
H -2.163 2.331 0.498 0.27
H -0.501 2.917 0.469 0.28
H 2.532 0.102 -0.255 0.25
H 2.468 -0.284 1.413 0.23
H 1.414 -0.937 0.345 0.32
```

Max |F| in Eh/bohr: 0.1111
Energy relative to the best compared isomer or geometry (same formula, charge and spin) in kJ/mol: 164.7
HOMO level in eV: -14.30
Charge: +1

Entry 3:
The following is a DFT calculation (the ωB97M-V functional and the def2-TZVPD basis) of 2 unconnected molecules or ions with the total composition C2H9N2S in a non-equilibrium geometry.

XYZ file:
```
14
Properties=species:S:1:pos:R:3:mulliken_charge:R:1
C -0.148 0.125 0.859 -1.24
C -1.256 -0.334 0.084 0.91
N 2.294 0.662 -0.461 -0.83
N -1.429 -1.506 -0.529 -0.46
S -2.419 0.736 -0.432 -0.16
H -0.482 0.867 1.558 0.42
H 0.643 0.612 0.303 0.52
H 0.337 -0.725 1.297 0.33
H 3.100 0.227 0.054 0.27
H 2.514 1.610 -0.449 0.24
H 2.241 0.120 -1.290 0.25
H -0.973 -2.403 -0.180 0.31
H -2.374 -1.802 -0.876 0.27
H -2.048 1.811 0.062 0.16
```

Max |F| in Eh/bohr: 0.0769
Energy relative to the best compared isomer or geometry (same formula, charge and spin) in kJ/mol: 140.9
HOMO level in eV: -13.85
Charge: +1

Entry 4:
The following is a DFT calculation (the ωB97M-V functional and the def2-TZVPD basis) of 2 unconnected molecules or ions with the total composition C2H9N2S2 in a non-equilibrium geometry.

XYZ file:
```
15
Properties=species:S:1:pos:R:3:mulliken_charge:R:1
C 0.958 1.881 -1.507 -0.78
S 0.914 0.096 -1.763 -0.09
S 2.341 -0.428 -0.302 -0.28
H 0.358 2.333 -2.298 0.33
H 1.974 2.230 -1.628 0.34
H 0.536 2.199 -0.561 0.31
H 2.761 -1.500 -0.989 0.23
N -0.231 -1.269 1.446 -0.16
C -1.499 -0.976 1.486 0.22
N -2.079 -0.258 0.542 -0.27
H 0.475 -0.683 0.972 0.11
H 0.174 -1.819 2.189 0.26
H -2.082 -1.337 2.318 0.35
H -3.073 -0.404 0.383 0.29
H -1.527 -0.062 -0.287 0.13
```

Max |F| in Eh/bohr: 0.0249
Energy relative to the best compared isomer or geometry (same formula, charge and spin) in kJ/mol: 25.1
HOMO level in eV: -12.39
Charge: +1

Entry 5:
The following is a DFT calculation (the ωB97M-V functional and the def2-TZVPD basis) of 2 unconnected molecules or ions with the total composition C2H9N3.

XYZ file:
```
14
Properties=species:S:1:pos:R:3:mulliken_charge:R:1
C 2.588 0.937 -0.793 -0.30
N 1.778 1.304 0.094 -0.40
H 2.452 -0.038 -1.255 0.23
H 3.445 1.523 -1.174 0.24
H 1.917 2.223 0.500 0.18
N -0.891 -0.132 1.329 -0.54
C -1.918 -0.461 0.370 -0.46
N -1.564 -1.294 -0.769 -0.58
H -0.627 -0.921 1.900 0.23
H -0.058 0.243 0.881 0.26
H -2.748 -0.957 0.886 0.35
H -2.322 0.454 -0.042 0.34
H -1.020 -0.780 -1.451 0.23
H -1.033 -2.102 -0.476 0.22
```

Max |F| in Eh/bohr: 0.0141
Energy relative to the best compared isomer or geometry (same formula, charge and spin) in kJ/mol: 115.5
SMILES string: C=N.NCN
HOMO level in eV: -8.51

Entry 6:
The following is a DFT calculation (the ωB97M-V functional and the def2-TZVPD basis) of 2 unconnected molecules or ions with the total composition C2H9N3.

XYZ file:
```
14
Properties=species:S:1:pos:R:3:mulliken_charge:R:1
C 1.876 -1.350 -0.949 -0.29
N 0.688 -1.593 -0.582 -0.39
H 2.236 -0.330 -1.019 0.24
H 2.544 -2.174 -1.219 0.23
H 0.475 -2.580 -0.714 0.18
N -1.532 0.819 -0.571 -0.55
C -0.702 1.460 0.425 -0.44
N -0.150 0.635 1.495 -0.57
H -2.499 0.758 -0.280 0.24
H -1.204 -0.122 -0.753 0.25
H -1.302 2.249 0.887 0.39
H 0.123 1.996 -0.046 0.23
H 0.100 -0.300 1.190 0.25
H -0.851 0.515 2.219 0.23
```

Max |F| in Eh/bohr: 0.0151
Energy relative to the best compared isomer or geometry (same formula, charge and spin) in kJ/mol: 123.1
SMILES string: C=N.NCN
HOMO level in eV: -8.57

Entry 7:
The following is a DFT calculation (the ωB97M-V functional and the def2-TZVPD basis) of 2 unconnected molecules or ions with the total composition C2H9N3O in a non-equilibrium geometry.

XYZ file:
```
15
Properties=species:S:1:pos:R:3:mulliken_charge:R:1
C -2.117 0.468 0.483 -0.72
N -1.189 -0.337 -0.275 -0.43
N 0.435 -0.919 0.786 0.16
O 0.818 -1.943 0.287 -0.45
H -1.540 -1.253 -0.527 0.25
H -2.385 -0.045 1.411 0.30
H -3.034 0.681 -0.079 0.29
H -1.653 1.422 0.733 0.24
C 1.364 0.453 0.169 -0.71
N 2.280 0.070 -0.860 -0.50
H 1.819 0.000 -1.761 0.23
H 2.698 -0.834 -0.655 0.27
H 1.925 0.648 1.089 0.34
H 0.892 1.420 -0.022 0.36
H -0.315 0.168 -0.779 0.38
```

Max |F| in Eh/bohr: 0.0857
Energy relative to the best compared isomer or geometry (same formula, charge and spin) in kJ/mol: 495.4
SMILES string: NCN=O.CN
HOMO level in eV: -7.73

Entry 8:
The following is a DFT calculation (the ωB97M-V functional and the def2-TZVPD basis) of 2 unconnected molecules or ions with the total composition C2H9N3O in a non-equilibrium geometry.

XYZ file:
```
15
Properties=species:S:1:pos:R:3:mulliken_charge:R:1
C -0.042 -0.786 1.185 -0.56
N 0.724 0.378 0.856 -0.19
C 0.655 1.123 -0.276 0.47
N 1.422 2.357 -0.356 -0.41
N -0.203 0.687 -1.228 -0.64
H -0.929 -1.001 0.426 0.00
H 0.498 -1.769 1.190 0.26
H -0.577 -0.662 2.141 0.30
H 1.270 0.699 1.653 0.22
H 2.247 2.546 0.202 0.19
H 1.330 2.931 -1.198 0.20
H -0.147 1.224 -2.096 0.16
H -2.798 -2.532 -0.535 0.31
H -1.446 -2.271 -1.124 0.34
O -2.004 -2.925 -0.840 -0.65
```

Max |F| in Eh/bohr: 0.0735
Energy relative to the best compared isomer or geometry (same formula, charge and spin) in kJ/mol: 124.8
SMILES string: [H]/N=C(\N)NC.O
HOMO level in eV: -8.54

Entry 9:
The following is a DFT calculation (the ωB97M-V functional and the def2-TZVPD basis) of 2 unconnected molecules or ions with the total composition C2H9N3O.

XYZ file:
```
15
Properties=species:S:1:pos:R:3:mulliken_charge:R:1
N 0.002 -3.628 -0.482 -0.61
C 0.571 -2.648 -1.373 -0.39
N 1.269 -1.503 -0.790 -0.57
H 0.717 -3.931 0.174 0.23
H -0.673 -3.169 0.127 0.24
H 1.220 -3.170 -2.076 0.31
H -0.207 -2.202 -1.993 0.36
H 0.567 -0.907 -0.364 0.20
H 1.911 -1.783 -0.057 0.22
C -0.714 2.388 1.062 0.11
N -0.047 3.526 1.398 -0.36
O -1.347 2.255 0.040 -0.53
H -0.704 1.580 1.813 0.33
H 0.083 3.805 2.353 0.23
H -0.030 4.205 0.654 0.24
```

Max |F| in Eh/bohr: 0.0170
Energy relative to the best compared isomer or geometry (same formula, charge and spin) in kJ/mol: 72.6
SMILES string: NC=O.NCN
HOMO level in eV: -9.04

Entry 10:
The following is a DFT calculation (the ωB97M-V functional and the def2-TZVPD basis) of 2 unconnected molecules or ions with the total composition C2H9N3O in a non-equilibrium geometry.

XYZ file:
```
15
Properties=species:S:1:pos:R:3:mulliken_charge:R:1
C -0.598 1.515 -0.791 -0.79
N 0.658 1.275 -0.092 -0.31
C 1.007 -0.090 -0.057 0.44
N 1.626 -0.447 -1.234 -0.42
N 0.812 -0.844 0.945 -0.78
H -1.300 0.701 -0.569 0.25
H -0.469 1.688 -1.856 0.22
H -1.066 2.383 -0.317 0.36
H 0.793 1.876 0.698 0.29
H 2.060 0.313 -1.727 0.24
H 2.144 -1.308 -1.236 0.24
H 0.518 -1.801 0.820 0.26
H -2.495 -1.959 2.430 0.31
H -1.384 -1.512 1.484 0.37
O -2.307 -1.790 1.502 -0.67
```

Max |F| in Eh/bohr: 0.0424
Energy relative to the best compared isomer or geometry (same formula, charge and spin) in kJ/mol: 135.2
SMILES string: [H]/N=C(\N)NC.O
HOMO level in eV: -8.77

Entry 11:
The following is a DFT calculation (the ωB97M-V functional and the def2-TZVPD basis) of 2 unconnected molecules or ions with the total composition C2H9N3O in a non-equilibrium geometry.

XYZ file:
```
15
Properties=species:S:1:pos:R:3:mulliken_charge:R:1
C 0.869 -0.040 1.150 -0.90
N -0.513 0.330 0.999 -0.10
C -1.263 0.144 -0.104 0.72
N -2.599 0.393 -0.008 -0.37
N -0.634 -0.299 -1.178 -0.37
H 1.216 -0.904 0.514 0.35
H 1.531 0.784 0.883 0.33
H 0.968 -0.521 2.128 0.35
H -0.973 0.497 1.885 0.28
H -2.976 0.745 0.860 0.21
H -3.267 0.042 -0.676 0.23
H -1.218 -0.402 -2.004 0.27
H 3.329 -0.656 -2.029 0.33
H 2.297 0.061 -1.215 0.30
O 3.232 -0.174 -1.205 -0.62
```

Max |F| in Eh/bohr: 0.0518
Energy relative to the best compared isomer or geometry (same formula, charge and spin) in kJ/mol: 54.8
HOMO level (alpha / beta) in eV: -14.51 / -14.51
⟨S²⟩: 0.77
Charge: +1
Multiplicity: 2

Entry 12:
The following is a DFT calculation (the ωB97M-V functional and the def2-TZVPD basis) of a single C2H9N3OS molecule in a non-equilibrium geometry.

XYZ file:
```
16
Properties=species:S:1:pos:R:3:mulliken_charge:R:1
C -0.936 -0.121 -0.979 -0.71
C -0.302 -1.632 0.815 -0.89
N 1.425 1.924 -0.531 -0.66
N 0.819 1.826 1.832 -0.48
N -0.497 -0.223 0.442 -0.16
O 2.533 0.086 0.933 -0.65
S 1.300 0.851 0.570 0.88
H -0.253 0.552 -1.352 0.29
H -0.939 -1.132 -1.384 0.38
H -1.919 0.365 -1.068 0.24
H -1.077 -2.210 0.346 0.40
H 0.740 -1.928 0.585 0.34
H -0.289 -1.884 1.917 0.27
H 1.955 1.629 -1.357 0.26
H -0.133 1.867 2.048 0.24
H 1.317 1.913 2.715 0.24
```

Max |F| in Eh/bohr: 0.1003
Energy relative to the best compared isomer or geometry (same formula, charge and spin) in kJ/mol: 0.0
HOMO level (alpha / beta) in eV: -6.22 / -9.12
⟨S²⟩: 2.01
Multiplicity: 3

Entry 13:
The following is a DFT calculation (the ωB97M-V functional and the def2-TZVPD basis) of 2 unconnected molecules or ions with the total composition C2H9N4 in a non-equilibrium geometry.

XYZ file:
```
15
Properties=species:S:1:pos:R:3:mulliken_charge:R:1
C -1.136 0.505 -0.584 -0.17
C -0.995 -0.927 -0.098 0.54
N -0.051 1.001 -1.026 -0.45
N 0.226 -1.214 0.358 -0.30
N -1.932 -1.860 -0.190 -0.34
N 1.978 1.546 0.466 -0.75
H -2.058 1.003 -0.446 0.43
H -0.008 2.032 -1.187 0.30
H 0.410 -2.198 0.707 0.25
H 1.008 -0.665 0.103 0.23
H -2.868 -1.712 -0.273 0.26
H -1.648 -2.669 0.399 0.24
H 2.646 1.700 -0.283 0.25
H 2.408 0.979 1.192 0.25
H 2.022 2.479 0.862 0.26
```

Max |F| in Eh/bohr: 0.0986
Energy relative to the best compared isomer or geometry (same formula, charge and spin) in kJ/mol: 144.1
HOMO level in eV: -13.61
Charge: +1

Entry 14:
The following is a DFT calculation (the ωB97M-V functional and the def2-TZVPD basis) of 2 unconnected molecules or ions with the total composition C2H9N4 in a non-equilibrium geometry.

XYZ file:
```
15
Properties=species:S:1:pos:R:3:mulliken_charge:R:1
N 1.798 0.442 -0.288 -0.48
C 1.111 1.684 -0.527 0.01
N 0.377 2.169 0.460 -0.60
H 2.179 0.326 0.581 0.24
H 2.454 0.272 -0.946 0.22
H 1.334 2.213 -1.444 0.38
H 0.186 3.136 0.171 0.26
N -1.776 -0.865 0.974 -0.34
C -1.304 -1.185 -0.212 0.22
N -0.353 -2.091 -0.395 -0.28
H -1.163 -1.002 1.754 0.25
H -2.392 -0.044 1.021 0.30
H -1.792 -0.712 -1.081 0.34
H -0.080 -2.310 -1.305 0.24
H 0.109 -2.456 0.427 0.23
```

Max |F| in Eh/bohr: 0.0943
Energy relative to the best compared isomer or geometry (same formula, charge and spin) in kJ/mol: 111.1
HOMO level in eV: -13.04
Charge: +1

Entry 15:
The following is a DFT calculation (the ωB97M-V functional and the def2-TZVPD basis) of 2 unconnected molecules or ions with the total composition C2H9N5 in a non-equilibrium geometry.

XYZ file:
```
16
Properties=species:S:1:pos:R:3:mulliken_charge:R:1
C 1.336 -0.945 -0.877 0.70
C -3.692 1.716 1.208 -0.12
N 0.140 -0.630 -0.430 0.08
N 2.377 -0.715 -0.067 0.13
N 1.518 -1.511 -2.081 -0.38
N 2.716 -0.097 1.135 -0.64
N -0.560 0.243 -0.010 -0.30
H -2.755 2.079 0.911 0.20
H -4.429 2.442 1.464 0.30
H -3.758 0.702 0.868 0.29
H 3.201 -1.124 -0.426 0.24
H 0.773 -1.664 -2.675 0.23
H 2.428 -2.121 -2.311 0.30
H 3.407 -0.736 1.654 0.34
H 1.956 0.298 1.749 0.30
H -0.254 1.224 -0.300 0.34
```

Max |F| in Eh/bohr: 0.0968
Energy relative to the best compared isomer or geometry (same formula, charge and spin) in kJ/mol: 343.0
HOMO level (alpha / beta) in eV: -15.44 / -17.31
⟨S²⟩: 2.04
Charge: +2
Multiplicity: 3

Entry 16:
The following is a DFT calculation (the ωB97M-V functional and the def2-TZVPD basis) of a single C2H9N5O molecule in a non-equilibrium geometry.

XYZ file:
```
17
Properties=species:S:1:pos:R:3:mulliken_charge:R:1
C -0.983 0.092 0.055 0.70
N 0.380 -0.487 -0.042 -0.27
C 1.478 0.264 0.102 0.27
N -1.857 -1.060 0.072 -0.66
N -1.198 0.838 1.268 -0.72
N -1.250 0.982 -1.063 -0.71
N 2.504 -0.763 -0.173 -0.58
O 1.640 1.455 0.245 -0.59
H 1.050 -1.437 -0.285 0.45
H -1.804 -1.549 -0.815 0.24
H -2.808 -0.732 0.198 0.30
H -0.528 1.598 1.333 0.30
H -1.077 0.225 2.065 0.28
H -0.686 1.822 -0.977 0.29
H -0.987 0.529 -1.931 0.24
H 3.330 -0.402 -0.633 0.24
H 2.795 -1.376 0.578 0.23
```

Max |F| in Eh/bohr: 0.0781
Energy relative to the best compared isomer or geometry (same formula, charge and spin) in kJ/mol: 174.6
SMILES string: NC(=O)NC(N)(N)N
HOMO level in eV: -9.17

Entry 17:
The following is a DFT calculation (the ωB97M-V functional and the def2-TZVPD basis) of 2 unconnected molecules or ions with the total composition C2H9N5O in a non-equilibrium geometry.

XYZ file:
```
17
Properties=species:S:1:pos:R:3:mulliken_charge:R:1
C -0.637 -0.990 -2.088 -0.89
N -0.526 0.095 -1.103 -0.42
C 1.011 0.021 -0.260 0.12
O 1.883 0.516 -0.937 -0.61
H -0.424 0.984 -1.586 0.31
H 1.081 -1.005 0.142 0.28
H -0.754 -1.936 -1.560 0.33
H -1.497 -0.833 -2.746 0.34
H 0.268 -1.036 -2.695 0.33
N 0.594 0.847 1.243 -0.13
N 1.220 0.452 2.439 -0.63
N -1.383 0.584 1.819 0.25
N -2.101 0.341 0.962 -0.44
H 0.660 1.859 1.151 0.24
H 1.581 -0.491 2.327 0.24
H 0.522 0.434 3.185 0.25
H -1.499 0.159 -0.294 0.46
```

Max |F| in Eh/bohr: 0.0762
Energy relative to the best compared isomer or geometry (same formula, charge and spin) in kJ/mol: 521.3
SMILES string: C[NH2+][C@@H]([O-])NN.N#N
HOMO level (alpha / beta) in eV: -7.73 / -7.73